ORCA calculation (wB97M-V/def2-TZVPD) on 2 unconnected molecules or ions with the total composition H3OS.

Geometry (Å):
S  1.537  -0.822  0.997
H  1.532  -0.103  -0.143
H  -1.611  0.119  -0.758
H  -0.444  0.125  0.230
O  -1.015  0.682  -0.325

The HOMO energy is -2.69 eV. As for the charge: -1. The value obtained for the frontier orbital gap is 7.0531 eV. The value obtained for the largest force on an atom is 0.0363 hartree/bohr. Its total energy is -475.2627 a.u. Its energy above the lowest of the compared OMol25 structures with the same formula, charge and spin is 15.1 kJ/mol.

Atom charges from the Mulliken analysis, given in e for atoms 1 to 4: S -0.922; H -0.018; H 0.279; H 0.257

***

ORCA calculation (wB97M-V/def2-TZVPD) on a molecular structure, C36H40P2Pb.

Geometry (Å):
Pb  1.928  -1.725  5.947
C  -2.693  0.120  6.842
C  -2.809  -0.177  5.541
C  -2.955  0.790  4.402
C  -1.724  1.446  3.746
C  -0.702  2.027  4.672
C  -0.880  2.476  5.918
C  -2.211  2.654  6.608
C  -2.721  1.486  7.471
C  3.021  0.198  5.623
H  -2.743  -0.675  7.581
H  -2.709  -1.225  5.240
H  -3.664  1.555  4.727
H  -3.455  0.183  3.630
H  -1.213  0.699  3.119
H  -2.143  2.188  3.037
H  0.280  2.135  4.195
H  -0.036  2.953  6.444
H  -2.999  2.964  5.906
H  -2.084  3.509  7.296
H  -2.126  1.476  8.400
H  -3.771  1.712  7.739
H  3.853  0.459  6.304
H  2.168  0.895  5.749
H  3.342  0.125  4.564
P  0.109  -2.329  -3.250
P  2.075  0.359  -3.506
C  -0.476  -0.732  -3.837
C  0.343  0.343  -3.997
C  -0.757  -3.503  -4.394
C  -1.933  -3.192  -5.095
C  -2.551  -4.158  -5.896
C  -1.993  -5.431  -6.030
C  -0.794  -5.730  -5.373
C  -0.167  -4.771  -4.579
C  -0.882  -2.445  -1.703
C  -0.528  -1.564  -0.659
C  -1.267  -1.555  0.524
C  -2.363  -2.421  0.675
C  -2.709  -3.302  -0.361
C  -1.972  -3.314  -1.552
C  2.722  1.134  -5.083
C  2.668  0.350  -6.253
C  3.025  0.891  -7.489
C  3.451  2.224  -7.576
C  3.538  2.999  -6.416
C  3.178  2.457  -5.175
C  2.124  1.794  -2.358
C  3.260  1.883  -1.521
C  3.426  2.984  -0.681
C  2.455  3.997  -0.649
C  1.303  3.888  -1.444
C  1.129  2.778  -2.284
H  -1.547  -0.652  -4.051
H  0.013  1.243  -4.535
H  -2.383  -2.203  -5.017
H  -3.476  -3.911  -6.417
H  -2.481  -6.186  -6.646
H  -0.343  -6.716  -5.480
H  0.778  -4.993  -4.081
H  0.309  -0.874  -0.800
H  -0.989  -0.869  1.330
H  -2.946  -2.401  1.603
H  -3.561  -3.979  -0.240
H  -2.269  -3.980  -2.365
H  2.321  -0.683  -6.194
H  2.962  0.279  -8.392
H  3.711  2.654  -8.546
H  3.875  4.037  -6.474
H  3.232  3.081  -4.283
H  4.010  1.090  -1.554
H  4.321  3.059  -0.056
H  2.598  4.871  -0.005
H  0.542  4.674  -1.415
H  0.222  2.699  -2.888
C  1.037  -0.646  7.758
H  0.145  -1.217  8.062
H  0.748  0.353  7.397
H  1.806  -0.613  8.550

The HOMO energy (spin up / spin down) is -13.17 / -12.85 eV. As for the charge: +2. The value obtained for the frontier orbital gap (spin up / spin down) is 4.0977 / 4.5380 eV. The value obtained for the largest force on an atom is 0.0438 hartree/bohr. Its total energy is -2270.5639 a.u. Its energy above the lowest of the compared OMol25 structures with the same formula, charge and spin is 0.0 kJ/mol.

Atom charges from the Mulliken analysis, given in e for atoms 1 to 4: Pb 1.017; C -0.600; C -0.329; C -0.871

***

ORCA calculation (wB97M-V/def2-TZVPD) on 2 unconnected molecules or ions with the total composition C4H8O2.

Geometry (Å):
C  0.868  -0.211  -1.012
C  -0.389  -0.051  -0.584
C  -1.046  -0.901  0.468
C  -1.189  1.049  -1.183
O  -2.330  1.304  -0.875
H  1.534  -0.961  -0.592
H  1.281  0.439  -1.783
H  -1.673  -0.287  1.123
H  -0.295  -1.428  1.065
H  -1.708  -1.644  0.008
H  -0.650  1.656  -1.943
O  2.173  0.225  1.561
H  1.393  0.692  1.238
H  2.031  0.119  2.508

The HOMO energy is -10.05 eV. As for the charge: 0. The value obtained for the frontier orbital gap is 10.3774 eV. As for the SMILES: C=C(C)C=O.O. The value obtained for the largest force on an atom is 0.0077 hartree/bohr. Its total energy is -307.6588 a.u. Its energy above the lowest of the compared OMol25 structures with the same formula, charge and spin is 140.9 kJ/mol.

Atom charges from the Mulliken analysis, given in e for atoms 1 to 4: C -0.939; C 0.823; C -1.076; C -0.166

***

ORCA calculation (wB97M-V/def2-TZVPD) on a single C2HBrClF3 molecule.

Geometry (Å):
F  0.316  -0.674  1.531
C  -0.067  0.256  0.692
Cl  1.278  1.556  0.905
C  -0.121  -0.376  -0.655
F  0.887  -1.200  -0.815
F  -1.238  -1.105  -0.777
Br  -0.067  0.957  -2.002
H  -0.987  0.586  1.122

The HOMO energy is -11.00 eV. As for the charge: 0. The value obtained for the frontier orbital gap is 11.4897 eV. As for the SMILES: F[C@@H](Cl)C(F)(F)Br. The value obtained for the largest force on an atom is 0.0544 hartree/bohr. Its total energy is -3410.5926 a.u. Its energy above the lowest of the compared OMol25 structures with the same formula, charge and spin is 48.6 kJ/mol.

Atom charges from the Mulliken analysis, given in e for atoms 1 to 4: F -0.218; C -0.031; Cl -0.156; C 0.525